Entry 1:
DFT (the ωB97M-V functional and the def2-TZVPD basis) results for a cluster of 2 separate species, C3H11N2O2S in total in a non-equilibrium geometry.

Structure (ORCA input):
```
! RIJCOSX wB97M-V def2-TZVPD def2/J DEFGRID3
* xyz 1 3
C -0.05 -2.15 -0.31
C -1.58 0.52 0.98
C -0.25 1.10 -1.00
N 2.23 0.12 0.21
N -0.36 0.40 0.24
O 1.12 1.84 1.69
O 0.87 -0.58 2.20
S 1.05 0.49 1.29
H 0.48 -2.01 -1.23
H 0.48 -2.30 0.61
H -1.10 -2.34 -0.33
H -2.43 0.24 0.37
H -1.51 -0.09 1.87
H -1.72 1.56 1.30
H -1.11 0.92 -1.64
H -0.19 2.18 -0.82
H 0.66 0.79 -1.51
H 2.84 0.89 -0.01
H 2.76 -0.71 0.46
*
```

gap between HOMO and LUMO (spin up / spin down) = 9.62 / 8.09 eV
E = -778.646013 a.u.
E_HOMO (spin up / spin down) = -12.6 / -16.4 eV

In elementary charge units, the Mulliken charges are: number 1, C, carries -1.022; number 2, C, carries -0.893; number 3, C, carries -0.903; number 4, N, carries -0.465; number 5, N, carries 0.302; number 6, O, carries -0.544; number 7, O, carries -0.506; number 8, S, carries 1.138; number 9, H, carries 0.342; number 10, H, carries 0.373; number 11, H, carries 0.346; number 12, H, carries 0.375; number 13, H, carries 0.369; number 14, H, carries 0.388; number 15, H, carries 0.364; number 16, H, carries 0.384; number 17, H, carries 0.358; number 18, H, carries 0.284; number 19, H, carries 0.309


Entry 2:
DFT (the ωB97M-V functional and the def2-TZVPD basis) results for a cluster of 21 separate species, C15H55BrN4O22S in total in a non-equilibrium geometry.

Structure (ORCA input):
```
! RIJCOSX wB97M-V def2-TZVPD def2/J DEFGRID3
* xyz 0 1
O -2.82 -2.21 1.53
O -0.16 -0.23 -2.43
S 0.95 0.07 1.38
Br -3.00 1.80 2.87
C -2.56 -1.34 2.37
C 0.79 -0.91 -1.99
C -0.47 -0.74 1.20
C 3.05 2.01 -4.58
C 2.61 0.69 -4.40
C 3.09 2.60 -3.28
C 2.50 0.47 -3.05
C -5.45 -0.50 5.37
C -5.00 -1.83 5.06
C -4.81 0.55 4.78
C -4.08 -2.06 4.05
C -3.81 0.30 3.77
C -3.53 -1.02 3.39
N -1.34 -0.67 2.21
N 0.50 -1.75 -0.94
N -0.57 -1.53 0.02
N 2.85 1.63 -2.35
C 2.22 -0.99 -2.60
C 2.74 2.03 -0.91
H 3.35 2.55 -5.50
H 2.34 -0.02 -5.19
H 3.27 3.58 -2.91
H -6.26 -0.31 6.14
H -5.42 -2.65 5.64
H -5.07 1.53 5.17
H -3.72 -3.07 3.76
H -1.05 -0.01 2.91
H 1.33 -2.29 -0.62
H -1.30 -2.24 0.05
H 2.25 -1.73 -3.43
H 2.96 -1.38 -1.86
H 3.05 1.20 -0.25
H 1.69 2.22 -0.66
H 3.28 2.87 -0.72
O 5.41 -0.45 -4.32
H 6.04 0.02 -4.95
H 4.68 0.20 -4.05
O -4.21 -5.53 4.47
H -4.54 -6.48 4.45
H -4.29 -5.18 5.41
O -3.74 -4.72 0.81
H -3.62 -3.82 1.26
H -3.11 -5.38 1.24
O -0.69 3.46 0.48
H -1.34 4.17 0.79
H 0.25 3.76 0.72
O -1.98 1.54 -1.04
H -1.41 1.96 -0.31
H -1.45 0.79 -1.46
O 1.58 1.57 -7.62
H 1.35 1.86 -6.67
H 2.56 1.32 -7.64
O 3.04 -2.03 1.68
H 2.50 -1.19 1.55
H 2.92 -2.61 0.85
O 2.69 -3.63 -0.25
H 1.96 -4.33 -0.30
H 3.31 -3.77 -1.04
O -0.77 0.75 5.59
H 0.09 0.54 6.08
H -1.51 0.21 6.01
O 5.83 3.48 -1.17
H 6.49 2.75 -1.39
H 5.59 3.96 -2.03
O 4.15 5.29 0.60
H 3.72 5.97 -0.01
H 4.59 4.58 0.03
O 2.47 4.77 -6.86
H 1.92 5.48 -7.32
H 2.15 4.69 -5.90
O -2.08 -4.09 -1.41
H -1.11 -4.38 -1.38
H -2.60 -4.66 -0.75
O -3.66 -1.98 -1.83
H -3.15 -2.85 -1.81
H -4.43 -2.05 -1.17
O -5.28 -2.76 8.47
H -6.26 -2.88 8.27
H -5.12 -1.78 8.69
O -1.79 -4.92 3.44
H -1.31 -4.18 3.93
H -2.68 -5.09 3.89
O 1.29 5.04 -4.24
H 1.03 6.02 -4.27
H 0.83 4.62 -3.44
O 3.83 -3.64 -2.81
H 4.76 -3.32 -3.05
H 3.70 -4.56 -3.21
O 5.80 5.03 -3.58
H 5.93 5.06 -4.59
H 5.21 5.81 -3.31
O -6.42 3.94 4.04
H -6.91 3.89 4.93
H -6.60 3.08 3.53
*
```

gap between HOMO and LUMO = 7.43 eV
E = -5450.935879 a.u.
E_HOMO = -7.9 eV

In elementary charge units, the Mulliken charges are: number 1, O, carries -0.567; number 2, O, carries -0.793; number 3, S, carries -0.589; number 4, Br, carries -0.065; number 5, C, carries 0.343; number 6, C, carries 0.069; number 7, C, carries 0.116; number 8, C, carries -0.684; number 9, C, carries -1.178; number 10, C, carries -0.740; number 11, C, carries 0.316; number 12, C, carries -0.621; number 13, C, carries -0.220; number 14, C, carries -0.477; number 15, C, carries -0.068; number 16, C, carries -0.381; number 17, C, carries 0.864; number 18, N, carries 0.006; number 19, N, carries -0.012; number 20, N, carries 0.682; number 21, N, carries 0.439; number 22, C, carries -0.283; number 23, C, carries -0.262; number 24, H, carries 0.445; number 25, H, carries 0.279; number 26, H, carries 0.902; number 27, H, carries 0.339; number 28, H, carries 0.151; number 29, H, carries 0.609; number 30, H, carries -0.115; number 31, H, carries 0.287; number 32, H, carries 0.084; number 33, H, carries 0.172; number 34, H, carries 0.332; number 35, H, carries 0.217; number 36, H, carries 0.308; number 37, H, carries 0.337; number 38, H, carries -0.171; number 39, O, carries -0.695; number 40, H, carries 0.289; number 41, H, carries 0.505; number 42, O, carries -0.677; number 43, H, carries 0.280; number 44, H, carries 0.343; number 45, O, carries -0.767; number 46, H, carries 0.496; number 47, H, carries 0.314; number 48, O, carries -0.556; number 49, H, carries 0.244; number 50, H, carries 0.286; number 51, O, carries -0.654; number 52, H, carries 0.297; number 53, H, carries 0.477; number 54, O, carries -0.617; number 55, H, carries 0.385; number 56, H, carries 0.303; number 57, O, carries -0.758; number 58, H, carries 0.246; number 59, H, carries 0.449; number 60, O, carries -0.765; number 61, H, carries 0.274; number 62, H, carries 0.375; number 63, O, carries -0.618; number 64, H, carries 0.313; number 65, H, carries 0.318; number 66, O, carries -0.670; number 67, H, carries 0.310; number 68, H, carries 0.366; number 69, O, carries -0.670; number 70, H, carries 0.306; number 71, H, carries 0.291; number 72, O, carries -0.619; number 73, H, carries 0.286; number 74, H, carries 0.402; number 75, O, carries -0.665; number 76, H, carries 0.250; number 77, H, carries 0.385; number 78, O, carries -0.622; number 79, H, carries 0.354; number 80, H, carries 0.263; number 81, O, carries -0.665; number 82, H, carries 0.330; number 83, H, carries 0.323; number 84, O, carries -0.657; number 85, H, carries 0.303; number 86, H, carries 0.373; number 87, O, carries -0.647; number 88, H, carries 0.282; number 89, H, carries 0.315; number 90, O, carries -0.649; number 91, H, carries 0.328; number 92, H, carries 0.296; number 93, O, carries -0.699; number 94, H, carries 0.324; number 95, H, carries 0.324; number 96, O, carries -0.651; number 97, H, carries 0.315; number 98, H, carries 0.332


Q: The lowest E belongs to which entry?
A: C15H55BrN4O22S


Q: Among the records above, which one has the lowest E?
A: C15H55BrN4O22S